Formula: C36H72O36
Source: the OMol25 dataset
Level of theory: wB97M-V/def2-TZVPD

```
144
Properties=species:S:1:pos:R:3:forces:R:3
C 20.75733 -5.24830 -25.87327 -1.48 0.36 0.31
O 21.70332 -5.88444 -25.07405 2.78 0.81 2.79
C 22.25077 -5.16989 -23.96372 -0.95 -0.69 -0.05
O 21.94322 -4.08231 -23.55972 -0.31 -0.10 -1.04
O 23.10911 -5.96283 -23.32333 0.80 -1.20 -0.26
C 23.72148 -5.53486 -22.08442 -1.06 2.10 0.74
H 20.74482 -5.76940 -26.83056 0.27 0.39 -0.05
H 20.86702 -4.16457 -25.91335 0.38 -0.10 -0.34
H 19.78696 -5.42549 -25.40950 -0.29 0.06 -0.10
H 24.04232 -6.29830 -21.37568 -0.16 -0.64 -1.03
H 23.00889 -4.92906 -21.52468 -0.58 -0.41 -0.06
H 24.49161 -4.76766 -22.16434 0.53 -0.46 -0.99
C 22.11038 -8.66958 -20.81298 -1.04 -1.32 -0.45
O 21.94364 -7.37569 -20.30822 -0.74 1.97 1.64
C 20.90957 -7.11246 -19.46486 -2.25 -0.46 1.18
O 20.15205 -7.88898 -18.83904 2.76 1.85 -2.38
O 20.77299 -5.74111 -19.40498 -0.08 -0.60 -0.28
C 19.50033 -5.17803 -18.99438 -0.76 -0.42 0.79
H 21.45968 -8.73616 -21.68491 -0.13 -0.45 0.06
H 21.78969 -9.37284 -20.04443 0.26 -0.31 -0.28
H 23.11256 -8.86858 -21.19261 0.14 0.43 0.57
H 19.56083 -4.14627 -18.64809 1.06 0.01 -0.25
H 19.05381 -5.68968 -18.14177 0.35 -0.51 -0.02
H 18.72679 -5.16810 -19.76225 0.45 -0.42 -0.50
C 22.62147 -12.45018 -19.71242 0.38 -0.37 0.90
O 22.66161 -13.80468 -20.25077 1.30 -0.07 -0.77
C 23.87975 -14.38706 -20.49947 -0.10 0.06 -0.09
O 24.98974 -13.95790 -20.17435 -2.57 -1.38 -1.06
O 23.55641 -15.56684 -21.20377 -0.43 2.83 1.78
C 24.54376 -16.44109 -21.66820 0.23 -0.52 0.51
H 21.79868 -11.83599 -20.07835 -0.06 -0.68 -0.77
H 23.55348 -11.90745 -19.87018 -0.02 -0.29 0.06
H 22.41537 -12.56097 -18.64784 0.41 0.08 0.04
H 23.97278 -17.30436 -22.01002 0.14 0.23 -0.68
H 25.11796 -16.86670 -20.84526 0.51 0.46 0.02
H 25.14419 -15.93544 -22.42444 0.18 -0.46 -0.02
C 21.89414 1.14219 -13.33960 0.02 0.75 -1.77
O 21.71196 -0.20928 -13.73260 -0.66 -1.47 1.12
C 21.51111 -0.64574 -14.98611 -0.38 0.51 -0.43
O 21.78824 -0.05273 -16.01356 -0.39 -0.90 1.35
O 20.89482 -1.86692 -14.88049 1.13 1.57 1.07
C 20.63997 -2.52045 -16.09421 -0.49 -0.02 -0.72
H 22.86506 1.41915 -13.75035 -0.12 0.65 0.28
H 21.79767 1.37590 -12.27933 0.37 -1.21 0.16
H 21.08390 1.73991 -13.75715 0.21 0.16 -0.52
H 19.91271 -3.30907 -15.90114 0.37 0.08 0.20
H 21.55949 -2.93874 -16.50360 -0.15 0.16 -0.25
H 20.14795 -1.78831 -16.73452 0.27 -0.24 -0.55
C 24.91912 -3.43778 -14.74349 2.20 -0.50 1.26
O 24.10252 -3.23159 -15.83234 -2.15 0.63 -0.77
C 24.53192 -3.30527 -17.06303 2.83 -0.28 -3.55
O 25.71031 -3.18776 -17.48978 -3.80 -0.42 1.65
O 23.45612 -3.58676 -17.90809 0.83 0.80 5.35
C 23.63403 -3.66477 -19.24018 0.45 0.20 -2.30
H 25.88922 -2.94646 -14.81841 0.09 -0.06 -0.52
H 25.07930 -4.51295 -14.66305 0.14 -0.02 0.28
H 24.53723 -3.05500 -13.79706 -0.87 -0.03 -0.46
H 22.61977 -3.82735 -19.60480 0.29 -0.24 -0.45
H 24.33057 -4.46680 -19.48447 -0.12 -0.17 -0.29
H 24.02876 -2.73640 -19.65300 0.05 0.08 -0.11
C 24.92627 -8.21652 -16.95881 0.26 -1.01 -0.29
O 23.60646 -8.37328 -16.43855 -1.42 -0.77 -0.74
C 22.88135 -9.43786 -16.95094 -0.71 -0.24 -0.57
O 23.19493 -10.26983 -17.80729 -0.29 2.30 2.15
O 21.65449 -9.36887 -16.34474 3.40 2.26 1.02
C 20.68477 -10.24554 -16.67730 -1.19 -2.71 -2.17
H 24.90560 -8.14607 -18.04633 0.03 -0.63 -0.05
H 25.41023 -9.09880 -16.53992 0.88 0.18 -0.75
H 25.45776 -7.31014 -16.66879 -0.74 0.08 0.79
H 21.07545 -11.26166 -16.73182 0.09 -0.27 0.41
H 20.40078 -10.07173 -17.71520 -0.60 0.26 0.02
H 19.81923 -10.25267 -16.01482 0.34 0.58 0.13
C 17.17064 0.43088 -15.87324 -2.11 1.04 -0.01
O 17.29130 -0.75267 -16.60402 2.02 -0.63 -3.06
C 17.66637 -0.62185 -17.96074 -0.65 0.43 0.86
O 17.87044 0.38345 -18.58570 -0.19 -0.18 0.80
O 17.71410 -1.84844 -18.43991 -0.68 -1.80 -0.12
C 17.77452 -2.23818 -19.83017 1.67 0.75 -0.54
H 16.42600 1.02949 -16.39790 -0.26 0.27 0.08
H 17.98364 1.14552 -15.74512 0.74 -0.88 0.07
H 16.68286 0.06804 -14.96851 0.51 0.45 0.34
H 17.19129 -3.12188 -20.08903 -0.42 0.28 0.73
H 18.80848 -2.51810 -20.03186 0.13 -0.15 0.21
H 17.63579 -1.44950 -20.56965 -0.66 0.37 0.53
C 18.71254 -7.85427 -22.35254 -0.62 -0.56 2.15
O 18.79310 -8.63843 -23.50914 -0.57 -0.19 -1.75
C 19.02453 -9.96798 -23.52846 1.13 -0.15 -0.22
O 19.48177 -10.59807 -22.61313 -0.45 -0.08 -0.21
O 18.77388 -10.42566 -24.78564 -0.18 1.85 -0.19
C 19.37024 -11.61971 -25.33305 -0.49 -0.23 2.38
H 18.43874 -8.45120 -21.48259 0.54 -0.51 0.13
H 17.85444 -7.18286 -22.32149 0.15 0.29 -1.06
H 19.62742 -7.31783 -22.10088 0.12 -0.03 -0.43
H 18.81767 -11.89507 -26.23136 0.24 0.31 0.13
H 19.17784 -12.31525 -24.51616 0.29 -0.84 -0.49
H 20.45231 -11.53713 -25.43503 -0.13 0.25 -0.33
C 14.43241 -4.55773 -19.46352 1.25 1.29 -0.44
O 14.82579 -5.61438 -18.61367 -0.92 1.25 0.29
C 15.80023 -6.36203 -19.05651 0.82 -0.25 -4.04
O 16.41944 -6.20903 -20.16355 -1.60 -0.49 4.01
O 15.80259 -7.37253 -18.23474 0.77 -1.00 0.73
C 16.63634 -8.47925 -18.54752 1.02 -0.17 -0.24
H 14.17700 -4.92020 -20.45925 -0.54 -0.01 0.25
H 15.30727 -3.92492 -19.61272 0.09 0.07 -0.18
H 13.73780 -3.88484 -18.96069 -0.44 -0.76 -0.06
H 16.39336 -9.32668 -17.90648 -0.54 0.23 -0.16
H 17.67545 -8.24381 -18.31750 0.08 0.18 -0.24
H 16.52270 -8.69282 -19.61033 0.09 -0.30 0.13
C 17.08490 -7.73672 -14.81244 -2.21 1.55 0.09
O 18.10854 -7.31604 -15.67447 1.97 -0.08 -0.52
C 19.21052 -6.81865 -15.07741 0.60 -1.16 3.58
O 19.36564 -6.72184 -13.85623 -0.46 0.04 -2.16
O 20.13987 -6.57994 -15.95545 -0.45 0.11 -2.05
C 21.47995 -6.32191 -15.65612 1.67 0.88 1.06
H 17.02856 -7.02609 -13.98787 -0.01 -0.39 0.29
H 16.97581 -8.77017 -14.48352 1.10 -0.12 -0.17
H 16.21981 -7.52922 -15.44225 -0.41 -0.22 0.22
H 21.95325 -6.98209 -14.92932 -0.58 -0.53 -0.16
H 21.67446 -5.33713 -15.23131 -0.68 0.37 0.05
H 22.08909 -6.33211 -16.55997 -0.59 -0.36 -0.21
C 22.58423 -8.77327 -24.76819 0.33 -1.28 0.48
O 23.89085 -9.25871 -24.27680 -0.71 -0.58 -0.08
C 23.88492 -10.42475 -23.56533 -1.61 0.26 0.76
O 22.88704 -10.93565 -23.03358 2.48 0.89 -1.31
O 25.16032 -10.82946 -23.50749 -0.42 0.92 -0.14
C 25.56265 -11.94505 -22.74044 -0.80 -0.90 0.81
H 22.73024 -8.00300 -25.52546 0.39 -0.08 0.54
H 21.96566 -8.44849 -23.93154 0.21 0.26 -0.14
H 22.07845 -9.62229 -25.22804 -0.04 -0.02 -0.05
H 25.27016 -12.84914 -23.27447 0.64 -0.13 -0.19
H 25.06511 -12.07251 -21.77902 -0.34 0.63 0.01
H 26.61704 -11.84196 -22.48404 -0.05 -0.10 -0.66
C 15.23725 -2.47849 -11.63617 0.18 0.35 1.23
O 15.89330 -2.40831 -12.93980 -0.93 -0.44 1.30
C 16.44046 -3.53117 -13.44608 -0.39 -2.85 0.49
O 16.40426 -4.69022 -12.97208 0.17 3.65 -1.33
O 16.96231 -3.15729 -14.62159 -0.38 1.28 0.29
C 17.57997 -4.07064 -15.48319 0.13 -2.18 0.40
H 15.95426 -2.46531 -10.81531 0.51 -0.53 -0.35
H 14.49133 -3.23412 -11.38974 0.50 -0.84 -1.06
H 14.65680 -1.59894 -11.35764 0.24 0.70 -1.33
H 18.43471 -4.50457 -14.96431 0.16 0.07 -0.07
H 17.89026 -3.69638 -16.45876 -0.34 0.91 0.45
H 16.90941 -4.90710 -15.68010 -0.19 -0.06 -0.01
```
Positions in Å, forces in eV/Å.

Results
Kohn-Sham gap = 0.40442 Eh
Structure (SMILES) = COC(=O)OC.COC(=O)OC.COC(=O)OC.COC(=O)OC.COC(=O)OC.COC(=O)OC.COC(=O)OC.COC(=O)OC.COC(=O)OC.COC(=O)OC.COC(=O)OC.COC(=O)OC
E_tot = -112203.78130 eV
Energy relative to the best compared isomer or geometry (same formula, charge and spin) = 5.5522 eV
Strongest force on any atom = 5.469 eV/A

=====

Formula: C36H72O9
Source: the OMol25 dataset
Level of theory: wB97M-V/def2-TZVPD

```
117
Properties=species:S:1:pos:R:3:forces:R:3
C -18.38540 6.83868 -17.37328 0.05 0.39 0.12
C -16.96957 6.33795 -17.58233 0.39 -1.16 -0.41
C -17.19952 4.82432 -17.60745 -0.89 0.33 -0.13
O -18.37928 4.69350 -18.41158 0.24 0.03 -0.26
C -19.23784 5.79611 -18.14151 0.28 0.12 0.96
H -18.51665 7.87359 -17.69540 -0.11 -0.12 -0.24
H -18.63707 6.83475 -16.30975 0.04 -0.13 -0.01
H -16.19870 6.62270 -16.86917 -0.18 0.26 0.12
H -16.62183 6.52716 -18.59791 0.06 0.56 0.11
H -17.42701 4.44281 -16.60327 0.34 -0.15 0.01
H -16.42784 4.25423 -18.11668 0.15 -0.08 0.25
H -20.01972 5.43747 -17.46316 -0.32 0.16 -0.31
H -19.65657 6.19548 -19.06192 -0.05 -0.21 -0.12
C -26.03165 5.90528 -23.16004 -0.27 -0.15 0.35
C -25.44188 7.29623 -23.43707 0.09 0.00 -0.59
C -26.66991 8.21025 -23.37039 0.00 0.50 -0.29
O -27.62785 7.53847 -22.57727 0.12 -0.15 0.22
C -27.53430 6.18658 -23.02283 0.23 0.13 -0.13
H -25.63493 5.51463 -22.22174 -0.07 -0.05 0.00
H -25.88136 5.13601 -23.91444 0.25 0.20 -0.16
H -24.96998 7.37226 -24.41993 -0.01 -0.06 0.04
H -24.68275 7.56799 -22.70494 -0.09 0.02 0.13
H -27.10023 8.38785 -24.36906 0.14 -0.23 -0.04
H -26.45201 9.20574 -22.98025 -0.12 -0.15 0.36
H -28.01364 6.12819 -24.00977 -0.05 -0.19 0.06
H -28.02322 5.51002 -22.32813 -0.15 0.16 0.07
C -24.61948 1.35697 -22.47007 0.76 -0.28 0.31
C -24.75385 1.96392 -21.08051 -0.24 0.02 0.89
C -26.09716 2.71949 -21.12117 0.31 -0.72 -0.12
O -26.49844 2.75164 -22.49495 -0.09 0.20 -0.07
C -25.41307 2.33631 -23.30697 0.02 -0.10 -0.32
H -24.99545 0.33259 -22.49844 -0.43 0.16 -0.06
H -23.57167 1.25338 -22.76580 -0.04 0.24 -0.14
H -23.95519 2.64805 -20.79847 0.05 0.08 -0.39
H -24.76265 1.23757 -20.26332 -0.04 -0.18 -0.22
H -25.97562 3.70777 -20.67920 -0.27 0.12 -0.14
H -26.86236 2.14434 -20.59683 -0.09 0.27 0.16
H -24.80072 3.20333 -23.58292 0.08 -0.03 0.03
H -25.79670 1.89552 -24.22898 -0.17 0.05 0.07
C -22.18435 3.79066 -22.69066 0.21 0.29 -0.33
C -21.35500 5.00390 -23.15233 -0.02 0.35 0.14
C -20.27223 5.16100 -22.06248 -0.10 0.06 -0.44
O -20.62765 4.26571 -21.02465 -0.02 0.10 0.22
C -21.28128 3.16346 -21.63350 0.04 0.17 -0.13
H -22.40615 3.15309 -23.54514 -0.02 -0.24 0.16
H -23.12750 4.12248 -22.25684 0.01 -0.04 0.08
H -21.96087 5.91102 -23.19162 -0.09 -0.07 -0.07
H -20.92803 4.86978 -24.14573 0.07 -0.11 0.05
H -20.26749 6.17947 -21.67825 0.18 -0.07 0.24
H -19.27247 4.93219 -22.44907 -0.01 -0.06 0.04
H -21.81568 2.64295 -20.84065 0.05 -0.20 -0.08
H -20.53696 2.50512 -22.10232 -0.09 -0.11 0.08
C -19.83507 -1.96391 -22.19983 0.50 0.36 0.13
C -19.84620 -2.76122 -23.50213 0.13 -0.22 -0.09
C -20.72378 -1.90712 -24.43052 -0.42 -0.15 -0.40
O -21.24023 -0.82696 -23.65584 0.19 0.50 0.18
C -21.13729 -1.19013 -22.29378 -0.59 -0.88 0.18
H -18.99014 -1.26785 -22.20974 -0.12 0.07 -0.02
H -19.71874 -2.56018 -21.29565 -0.22 -0.13 -0.05
H -20.27988 -3.75246 -23.36011 -0.11 0.07 0.04
H -18.84557 -2.92473 -23.90031 0.01 0.11 -0.02
H -21.56384 -2.48811 -24.83319 0.03 -0.05 0.14
H -20.22538 -1.48386 -25.30290 0.22 0.03 0.15
H -21.98318 -1.86320 -22.06084 0.13 0.02 0.13
H -21.23904 -0.33465 -21.62874 0.22 0.27 -0.27
C -23.55354 3.06819 -16.57711 0.23 -0.25 -0.52
C -22.52399 3.27515 -17.69697 -0.28 -0.10 -0.49
C -23.19330 4.33907 -18.55354 0.44 0.19 -0.32
O -24.56258 3.98592 -18.55391 -0.11 -0.17 0.20
C -24.87926 3.40908 -17.27503 0.06 0.60 -0.05
H -23.35226 3.73359 -15.74096 -0.06 -0.07 0.12
H -23.55784 2.02691 -16.26101 0.07 0.09 0.35
H -22.49150 2.37863 -18.32540 0.13 -0.06 0.16
H -21.50399 3.50936 -17.40182 -0.06 0.08 0.19
H -22.83065 4.32889 -19.58480 -0.07 -0.01 0.04
H -23.03225 5.36375 -18.18629 -0.11 -0.10 0.23
H -25.50577 2.53570 -17.44652 -0.06 -0.01 -0.02
H -25.43531 4.15715 -16.70353 -0.15 -0.16 0.06
C -20.96092 11.16447 -21.49573 -0.12 -0.50 0.37
C -21.97010 10.00935 -21.50817 -0.25 0.12 0.24
C -21.18278 8.82768 -22.06444 -0.66 0.75 0.01
O -19.84684 9.04755 -21.66501 0.24 -0.46 0.43
C -19.61763 10.41524 -21.36623 -0.17 0.73 -0.43
H -21.17575 11.77457 -20.62026 0.23 0.29 -0.13
H -20.97831 11.78592 -22.38790 -0.14 -0.06 -0.07
H -22.91405 10.22177 -22.01302 0.20 0.00 -0.28
H -22.25796 9.78455 -20.47675 0.14 -0.02 0.01
H -21.24075 8.80404 -23.15786 -0.06 -0.25 -0.01
H -21.58285 7.92088 -21.61194 0.31 -0.29 -0.27
H -18.90869 10.80917 -22.09983 0.14 0.00 0.14
H -19.19599 10.53959 -20.36721 0.06 -0.30 0.01
C -22.95667 1.71477 -28.02219 0.02 -0.15 -0.17
C -22.45519 2.17809 -26.66230 -0.26 0.32 0.11
C -21.78407 0.92140 -26.11406 -0.20 0.06 -0.19
O -21.41801 0.14867 -27.26338 0.09 -0.33 -0.20
C -21.82144 0.80607 -28.45457 -0.01 0.40 -0.15
H -23.19038 2.54405 -28.68835 0.14 -0.08 -0.15
H -23.85442 1.09945 -27.91727 -0.07 0.14 0.14
H -23.30630 2.57686 -26.10557 0.24 -0.20 0.44
H -21.71724 2.97978 -26.74358 -0.07 0.03 -0.23
H -22.46769 0.33160 -25.50392 0.09 -0.03 0.10
H -20.86512 1.10919 -25.56069 -0.15 0.15 0.26
H -22.11513 0.05898 -29.19023 0.05 -0.07 0.01
H -21.00204 1.41263 -28.86629 0.06 -0.16 0.01
C -14.93329 8.07755 -20.55942 -0.06 0.36 0.12
C -16.38622 8.51648 -20.67777 -0.59 -0.55 0.26
C -16.99118 7.27150 -21.29852 0.56 -0.72 -0.87
O -15.98747 6.82456 -22.25165 -0.21 0.13 0.03
C -14.71638 7.35122 -21.89035 0.01 0.02 0.53
H -14.83641 7.37159 -19.73152 -0.02 -0.04 -0.02
H -14.26823 8.91257 -20.33451 0.16 -0.09 -0.31
H -16.51398 9.35983 -21.35636 0.07 0.10 0.06
H -16.85620 8.73042 -19.71611 0.07 0.19 -0.02
H -17.91256 7.37908 -21.86443 -0.06 0.33 0.14
H -17.11825 6.44141 -20.59560 -0.16 0.24 0.28
H -14.37613 8.02547 -22.67981 0.13 -0.03 0.01
H -14.00879 6.53115 -21.74799 0.07 0.03 -0.29
```
Positions in Å, forces in eV/Å.

Results
Kohn-Sham gap = 0.36098 Eh
Structure (SMILES) = C1CCOC1.C1CCOC1.C1CCOC1.C1CCOC1.C1CCOC1.C1CCOC1.C1CCOC1.C1CCOC1.C1CCOC1
E_tot = -56923.00022 eV
Energy relative to the best compared isomer or geometry (same formula, charge and spin) = 0.5660 eV
Strongest force on any atom = 1.293 eV/A

=====

Record order is preserved below.
Lowest unoccupied orbital energy: 0.5, 0.6 eV